Record 1
Molecular formula: C5H7NO
Method: DFT, the ωB97M-V functional and the def2-TZVPD basis

Geometry as XYZ:
```
14
Properties=species:S:1:pos:R:3:forces:R:3
C 2.010360 -0.008169 0.038140 -0.4720 -1.4674 0.2879
C 0.831105 -1.065739 0.063170 0.3712 0.7489 -2.5269
C -1.573602 0.211209 0.861867 0.2827 0.4369 -1.1861
C -1.458592 0.249997 -0.678938 1.4309 -1.0910 0.4880
C -0.247875 -0.002940 0.208399 2.2313 1.5083 -1.1280
N 1.285539 1.100889 0.227096 -4.4201 -0.3095 0.4395
O 3.172701 -0.152936 -0.214582 0.4143 0.0204 -0.0186
H 0.900841 -1.313768 -1.084031 -0.5064 -0.3071 2.1571
H 0.780222 -1.941332 0.704423 0.3627 0.0910 -0.0392
H -1.655581 1.162050 1.385121 -0.3812 -0.4161 0.0758
H -2.216055 -0.649817 1.074297 0.6294 0.4335 0.9715
H -1.748438 -0.743294 -1.093145 -0.0170 1.1123 -0.0893
H -1.501669 1.106171 -1.346836 -0.1673 -0.0528 0.4126
H 1.421040 2.047678 -0.144980 0.2415 -0.7074 0.1556
```
Forces are in eV/Å.

LUMO: 0.7308 eV
Max |F|: 0.0866 hartree/bohr
Gap between HOMO and LUMO: 10.18 eV
E_tot: -8832.778 eV
Relative energy (zero: lowest compared OMol25 entry of this formula, charge and spin): 3.4248 eV



Record 2
Molecular formula: C38H23Br2CrF5N2O2S2Si
Method: DFT, the ωB97M-V functional and the def2-TZVPD basis

Geometry as XYZ:
```
76
Properties=species:S:1:pos:R:3:forces:R:3
Cr -1.450523 -0.217841 1.153906 0.1016 0.6141 0.2446
F 2.584874 0.987223 7.229131 -0.1755 -0.0155 -0.1024
C 1.693960 1.100157 6.216172 0.1587 -0.0731 0.0563
C 1.847612 0.344282 5.064833 -0.2074 0.0088 -0.3272
F 2.872025 -0.525436 4.977938 -0.0841 0.1171 0.0203
C 0.957172 0.497258 4.005193 0.4393 -0.1631 0.6583
F 1.148424 -0.239249 2.910808 0.2167 0.1511 0.2932
C -0.109988 1.391698 4.068236 -0.2252 -0.0206 -0.5537
S -1.166869 1.671446 2.720065 -0.0263 0.1024 -0.0920
C -0.258522 2.108565 5.252929 0.1535 0.1034 0.4552
F -1.279597 2.976921 5.407572 0.3022 -0.2103 -0.0489
C 0.628898 1.976048 6.312374 -0.2334 0.1109 -0.1114
F 0.456172 2.699066 7.440749 0.0753 -0.0973 -0.1354
S -1.215729 -2.276354 2.544346 0.1710 0.2214 0.3093
C -2.045511 -2.802377 1.151729 -0.0938 -0.5659 0.0095
C -2.683615 -4.053581 0.999103 0.3518 0.3624 0.3991
C -3.350290 -4.311800 -0.160304 -0.0889 -0.0178 -0.3894
C -3.389497 -3.346693 -1.171813 -0.1108 0.2315 -0.1900
C -2.769770 -2.136532 -0.949860 -0.1058 -0.1026 -0.3833
N -2.095590 -1.899028 0.162989 0.0223 0.1559 0.0640
H -2.629354 -4.739400 1.833363 -0.0837 -0.0989 -0.0880
H -3.856425 -5.254594 -0.299167 -0.0836 -0.1716 -0.0298
H -3.914837 -3.498085 -2.101257 -0.0990 -0.1315 -0.0379
H -2.799275 -1.318600 -1.667150 -0.0487 -0.1224 0.0552
Br -6.476750 -0.466937 1.830906 0.0181 -0.0605 0.0943
C -5.456204 0.623175 0.660162 -0.5700 0.2579 -0.2802
C -6.138396 1.436283 -0.250853 0.2281 -0.3199 0.2738
C -5.419085 2.224839 -1.115736 -0.1674 0.0176 0.0692
Br -6.400755 3.355490 -2.306311 -0.0399 0.0161 -0.0535
C -4.015756 2.233589 -1.140734 0.0157 0.3184 -0.3864
C -3.211217 3.031981 -2.004833 0.1629 -0.1358 0.0930
C -1.808359 2.912585 -1.877189 -0.1392 0.2490 -0.1935
C -1.249864 2.046449 -0.989558 -0.0413 -0.5820 0.5681
N -1.999134 1.230326 -0.172896 -0.1642 0.2699 -0.4145
C -3.378426 1.374947 -0.226317 0.5847 -0.0346 -0.0489
C -4.070294 0.596704 0.724453 0.3182 -0.3495 0.5972
O -3.377843 -0.091982 1.614121 -0.1333 0.1103 -0.5010
H -7.212578 1.432054 -0.272574 -0.2219 0.0152 0.0167
H -3.662297 3.728537 -2.699363 0.0298 -0.1022 0.0631
H -1.148108 3.512426 -2.491313 0.0091 0.0242 -0.0148
H -0.177282 1.948706 -0.882899 -0.0890 0.0351 -0.0318
O 0.316164 -0.323508 0.369348 0.4165 -0.0299 -0.3217
Si 1.557760 -0.326725 -0.616782 -0.5626 0.1445 0.2266
C 2.862334 0.982363 -0.197795 0.1917 0.1297 0.1035
C 2.514342 2.192026 0.423677 0.0866 -0.1303 -0.0954
C 3.455290 3.195882 0.630888 0.1280 -0.2654 -0.2040
C 4.775256 3.007578 0.222208 -0.2797 0.0086 0.1778
C 5.150227 1.809795 -0.365936 -0.1020 0.0019 -0.0344
C 4.200350 0.816498 -0.574428 -0.0405 -0.0714 0.0241
C 2.447633 -1.989058 -0.693120 0.1947 -0.3438 0.0343
C 2.620329 -2.780527 0.450614 -0.0576 -0.0547 -0.0438
C 3.305036 -3.992211 0.398642 -0.0399 0.2437 0.1365
C 3.837989 -4.442823 -0.803005 0.0059 -0.1879 0.1207
C 3.668535 -3.692877 -1.952869 -0.0995 0.3529 -0.0291
C 2.983963 -2.480320 -1.885661 -0.0073 0.0385 -0.2235
C 1.073851 0.054743 -2.414949 -0.1289 0.0031 -0.2956
C -0.047451 -0.565898 -2.992216 0.2966 0.1839 -0.0132
C -0.444807 -0.287573 -4.293982 -0.1402 -0.1686 0.1589
C 0.276998 0.615058 -5.060833 -0.1081 0.0968 -0.1839
C 1.380204 1.248458 -4.519104 0.1327 -0.0857 0.0901
C 1.770659 0.967202 -3.211440 -0.0109 0.0981 -0.0075
H 1.493433 2.348944 0.750471 -0.1021 -0.0432 0.0581
H 3.152671 4.121474 1.100900 0.0110 0.0598 0.0491
H 5.507455 3.784713 0.383728 0.0977 0.1184 0.0181
H 6.179474 1.649564 -0.666432 0.0023 -0.0046 -0.0045
H 4.516959 -0.114559 -1.037775 -0.0604 0.0197 0.0152
H 2.185212 -2.453017 1.387955 -0.0041 0.0282 0.0425
H 3.431918 -4.571831 1.310029 -0.0438 0.0218 -0.1440
H 4.368817 -5.387355 -0.837331 0.0188 -0.0090 -0.0123
H 4.064774 -4.024580 -2.906513 0.0067 -0.0730 0.0576
H 2.849287 -1.905547 -2.800345 0.0266 -0.0530 0.0838
H -0.619014 -1.263388 -2.398028 -0.0817 -0.0953 0.0749
H -1.334793 -0.760301 -4.705463 0.1412 0.0409 0.0724
H -0.034518 0.847324 -6.074681 -0.0102 -0.0457 0.0534
H 1.940657 1.956570 -5.120707 -0.0034 0.0239 0.0811
H 2.621603 1.501644 -2.800000 -0.0009 -0.0703 0.0079
```
Forces are in eV/Å.

LUMO (spin up / spin down): 4.1615 / 4.1511 eV
Max |F|: 0.0158 hartree/bohr
Net charge: -2
2S+1: 5
Expectation value of S²: 6.05
Gap between HOMO and LUMO (spin up / spin down): 3.99 / 6.16 eV
E_tot: -258503.256 eV
Relative energy (zero: lowest compared OMol25 entry of this formula, charge and spin): 0.0000 eV



Record 3
Molecular formula: C26H38N10O2
Method: DFT, the ωB97M-V functional and the def2-TZVPD basis

Geometry as XYZ:
```
76
Properties=species:S:1:pos:R:3:forces:R:3
C -3.575704 4.755035 -27.874099 -3.1951 -0.9398 4.2798
O -3.865145 4.810939 -26.674774 0.5132 -0.0846 -0.1722
N -2.679069 5.392792 -28.476161 6.4555 5.4493 -1.8897
N -4.241905 4.064286 -28.744022 -2.3094 -2.7994 -2.1133
H -2.266205 6.190394 -28.014129 0.1243 -0.2253 0.1869
H -2.461915 5.371288 -29.462303 -0.2629 -0.3976 0.3322
H -4.960549 3.450621 -28.387552 -0.4863 0.3293 -0.8096
H -4.181571 4.483078 -29.661119 -0.9792 -1.0968 -0.0813
C -1.132375 4.352422 -23.888644 2.7310 3.3793 0.5405
O -0.889160 5.579990 -23.676622 -0.9582 -2.3844 0.3102
N -0.509593 3.342220 -23.276628 1.1337 -0.5027 2.2348
N -1.814309 3.906807 -24.881524 -3.0972 -0.1442 -3.7261
H 0.026989 3.624827 -22.468968 0.1445 -0.6541 -0.2523
H -0.530705 2.415362 -23.677363 0.1621 0.2488 0.5512
H -2.272610 4.565060 -25.495331 -0.1883 -0.0323 0.1538
H -1.849124 2.948524 -25.198678 0.0454 0.1841 0.4699
N 3.041629 -0.854887 -28.163327 2.9984 0.7854 1.5812
C 4.348329 -0.549241 -27.651512 -0.4709 -2.2408 -1.1131
C 4.443896 0.727266 -27.272902 -2.0687 1.3338 0.7772
C 3.102666 1.283605 -27.397347 0.2223 -1.4868 -1.0076
C 2.307344 0.263986 -27.966335 0.0876 1.8102 0.0197
H 2.780050 -1.740304 -28.572848 -0.2620 0.3582 0.1168
H 5.117306 -1.295327 -27.515729 -0.2221 -0.2380 -0.4205
H 5.274063 1.226908 -26.795840 0.0451 -0.2006 -0.1627
H 2.855471 2.312128 -27.179547 -0.3426 -0.1829 -0.0848
H 1.315619 0.316292 -28.390779 -0.0779 0.0584 0.2573
N -0.742991 -1.581656 -28.721045 0.8700 -0.5203 0.5908
C 0.061987 -2.686104 -28.588380 0.1884 0.2893 -0.4265
C 0.608148 -2.931938 -29.841371 0.2889 -2.3343 1.9729
C 0.116801 -2.013305 -30.701160 -0.9478 3.3270 -2.1694
C -0.679067 -1.111355 -30.007535 -0.0677 -0.4056 1.1257
H -1.099087 -1.086082 -27.916251 -0.1873 0.1569 -0.1999
H 0.279156 -3.153283 -27.639187 -0.3444 0.0060 -0.0694
H 1.169077 -3.814346 -30.111759 0.2105 0.1386 0.1177
H 0.387488 -1.836151 -31.731570 -0.0328 -0.3525 -0.0403
H -1.138145 -0.142274 -30.136110 0.0179 -0.2083 -0.7882
N -3.054251 1.618924 -27.192461 0.5720 -0.9602 1.2846
C -3.290074 0.733355 -26.142915 -0.2197 0.1665 -0.7586
C -2.083799 0.354657 -25.608109 -0.2947 0.1375 -0.2742
C -1.082531 1.027177 -26.351270 0.7002 -0.0731 0.3383
C -1.687850 1.815666 -27.288486 -0.9205 -0.2743 -0.9192
H -3.760958 1.997964 -27.806461 0.2943 -0.1321 0.1058
H -4.284081 0.370877 -25.926240 0.0100 0.2593 0.0449
H -1.902854 -0.339281 -24.800570 -0.1992 0.0685 -0.0411
H -0.026638 0.914079 -26.154582 0.0678 0.2212 -0.2374
H -1.312631 2.401391 -28.114637 0.2006 0.1157 0.2913
N -1.537893 -1.377282 -19.973838 -2.6242 -2.2662 -1.8611
C -2.157561 -1.568435 -21.229148 -1.2029 -0.2942 -0.2032
C -3.354179 -2.359606 -21.107875 2.2832 1.9133 0.9079
C -3.440166 -2.656620 -19.735689 1.3298 0.1945 0.7291
C -2.301400 -2.151010 -19.114069 -0.0551 0.5558 0.8382
H -0.708987 -0.843593 -19.754347 -0.2410 -0.3456 -0.2012
H -1.758522 -1.125945 -22.129910 0.0510 0.1092 0.1814
H -4.169043 -2.614778 -21.769152 0.5691 0.2455 -0.5677
H -4.260115 -3.163728 -19.248929 0.2727 -0.1613 0.0683
H -1.932106 -2.268143 -18.105956 -0.3832 0.0605 0.0984
N -5.910932 2.378586 -30.988453 0.5741 0.6360 -0.8744
C -6.775425 2.768420 -30.050688 -1.4502 1.2045 0.7335
C -6.786055 1.810322 -29.061193 -1.7419 2.1627 1.0802
C -5.898704 0.843462 -29.406955 1.2990 -1.7179 -0.2968
C -5.334363 1.240750 -30.591382 1.2059 -1.9191 -0.9763
H -5.747115 2.827182 -31.878414 -0.0112 -0.0519 0.3100
H -7.263810 3.725717 -30.157751 -0.2295 -0.1797 0.1812
H -7.324428 1.851179 -28.125843 -0.2308 0.0525 -0.1584
H -5.805854 -0.081033 -28.856424 0.5325 0.0266 -0.2047
H -4.630944 0.772334 -31.263824 -0.0057 -0.2285 0.2452
N -7.679463 3.721537 -25.975585 -0.3592 -0.6866 -1.5278
C -6.645428 2.888673 -25.591351 0.0452 1.6760 0.6938
C -7.112090 2.217456 -24.501708 0.6939 -1.1795 0.1617
C -8.499308 2.410036 -24.420377 -0.6926 -0.0242 0.6133
C -8.849468 3.322911 -25.370384 0.2595 0.1870 -0.0650
H -7.640564 4.354775 -26.761462 0.0124 -0.2456 0.1264
H -5.647070 3.039311 -25.974755 0.0034 0.1263 0.2072
H -6.516138 1.649639 -23.802536 -0.0094 -0.2113 -0.2401
H -9.156709 1.942171 -23.702510 -0.0245 0.0411 -0.1289
H -9.825054 3.607384 -25.736035 0.1806 0.3675 0.2034
```
Forces are in eV/Å.

LUMO: -0.1413 eV
Max |F|: 0.1683 hartree/bohr
SMILES: c1cc[nH]c1.c1cc[nH]c1.c1cc[nH]c1.c1cc[nH]c1.c1cc[nH]c1.c1cc[nH]c1.NC(N)=O.NC(N)=O
Gap between HOMO and LUMO: 7.85 eV
E_tot: -46572.264 eV
Relative energy (zero: lowest compared OMol25 entry of this formula, charge and spin): 0.0000 eV